# 1
Molecular formula: C19H38BrN4O7P2Sn
Method: DFT, wB97M-V/def2-TZVPD

CARTESIAN COORDINATES (ANGSTROEM)
H 1.260 5.796 -2.990
H -4.497 -3.533 -3.026
H -0.397 -2.993 4.565
H 3.180 1.154 -1.095
C 0.330 5.258 -2.801
H -1.549 1.961 3.314
C -0.946 1.792 -1.746
H 2.230 -3.545 0.057
N 3.195 -2.099 1.161
C -2.088 5.398 -2.188
C 0.771 0.070 4.855
C -1.043 1.636 4.222
H 4.191 -0.143 -0.601
H -1.953 -0.281 -4.301
N 2.737 0.463 0.809
H -2.871 6.163 -2.080
O 0.161 1.199 -1.380
C -0.374 -2.919 3.494
H 2.654 2.567 0.902
H -1.929 1.446 4.874
H 0.652 -0.911 -4.751
H 1.429 -1.613 -3.319
C 4.246 -1.719 2.089
H 4.412 1.507 0.113
H -3.027 3.522 -1.678
H 0.712 -2.799 3.240
C -0.887 5.972 -2.591
H -2.799 -2.831 2.078
H 4.133 -0.623 2.223
H 0.672 -1.006 5.031
H 1.102 1.767 1.267
P 2.016 -1.008 0.815
C 3.698 0.779 -0.246
H -0.682 -3.857 3.013
H -5.153 -2.328 -1.945
H 3.877 -3.324 -0.413
H -3.423 -2.232 -5.119
C -4.873 -2.528 -2.967
H -1.246 -1.607 -5.333
H 3.673 -4.254 1.057
H 4.088 -2.224 3.037
C -2.114 4.001 -2.000
H 1.228 3.381 -2.467
H 5.213 -2.064 1.805
H 1.829 0.291 4.613
C -2.893 -2.227 -4.174
N -0.186 0.492 3.880
O -1.042 0.281 1.425
N -1.135 -1.794 2.973
H -2.655 -3.261 -3.847
C 0.273 3.883 -2.484
C -1.687 -1.343 -4.360
H -2.919 -1.022 2.167
H -5.761 -2.316 -3.685
O 1.245 -0.869 2.259
O -0.687 -1.597 -3.400
P -0.403 -0.424 2.553
Br -0.850 7.788 -2.962
H -3.108 -1.932 3.672
C 3.247 -3.386 0.450
C 2.174 1.716 1.447
O -3.732 -1.731 -3.178
H 2.359 1.735 2.563
H 0.590 0.560 5.831
H 0.730 -0.026 -3.229
Sn -1.079 -0.803 -0.914
C -2.596 -1.919 2.706
C 0.610 -0.993 -3.678
O -2.057 1.167 -1.756
C -0.923 3.258 -2.100
O 1.102 -1.382 -0.310
H -0.453 2.463 4.547

Values from the calculation:
HOMO-LUMO gap (alpha / beta) = 3.8 / 3.6 eV
spin multiplicity = 1
charge = +3
highest occupied orbital energy (alpha / beta) = -0.5867 / -0.5867 hartree

---

# 2
Molecular formula: C19H38Cl16N4O6P2S
Method: DFT, wB97M-V/def2-TZVPD

CARTESIAN COORDINATES (ANGSTROEM)
C -0.198 -7.974 1.528
H 1.712 6.973 6.565
O -3.198 -3.643 -0.738
O -9.028 2.200 -0.832
C -2.317 -3.761 -5.807
H -1.116 -6.164 0.796
H 1.682 3.193 3.106
H 2.835 0.324 -4.562
C -4.069 -3.296 -1.564
C 2.168 0.765 -3.826
Cl 3.904 6.455 1.418
H -3.528 -5.520 -5.536
H 2.706 8.400 6.251
Cl 4.165 -4.313 -1.688
Cl 3.626 1.409 4.299
C 0.906 -0.044 -3.662
S -7.050 2.023 1.334
Cl 2.962 9.657 2.089
C 3.699 6.892 7.397
H 1.837 -1.273 -0.510
H -7.976 -0.066 -1.736
H 0.322 0.000 -4.580
H -1.949 -6.924 2.152
N -4.169 -1.057 -0.442
H 2.704 -1.148 2.430
H -6.639 3.747 -1.026
H 1.914 1.774 -4.145
C -3.647 -4.452 -5.691
N -5.022 0.002 -0.364
H 4.671 3.445 3.723
C 2.718 7.315 6.335
H 0.049 -8.446 2.475
P -2.545 -1.238 0.374
H -1.593 0.488 1.133
H -1.799 -3.823 -4.851
Cl 1.245 -1.763 -3.344
C 2.681 3.571 2.907
C -4.756 -1.970 -1.207
Cl -0.157 -5.591 2.867
Cl 3.066 0.914 -2.292
H -2.435 -2.715 -6.075
N -7.251 0.385 -1.192
H 2.634 4.655 2.847
H 2.057 -4.729 -2.650
Cl 1.634 -3.254 0.731
C 4.553 9.107 1.502
H 5.005 9.946 0.975
C -6.109 -0.362 -1.051
H 3.985 -7.097 -2.438
C 2.357 -1.669 0.358
H 3.388 3.657 4.918
H -4.842 0.843 0.170
H 5.414 7.708 0.138
Cl 0.603 -0.256 1.872
Cl 1.332 -7.703 0.645
H 2.327 -7.208 -3.045
O -1.521 -1.417 -0.843
Cl -1.249 -4.515 -7.027
O -2.494 0.327 0.806
O -6.615 2.869 -1.441
Cl 3.174 2.985 1.292
H 2.323 -5.668 -1.177
C 3.653 3.166 3.983
Cl 3.160 6.673 4.731
H 3.470 7.403 8.331
C 3.183 -6.547 -2.923
P -7.495 1.894 -0.546
O -4.448 -3.784 -2.608
C 2.775 -5.346 -2.114
H 4.720 7.129 7.110
H 2.834 0.195 1.296
H -0.789 -8.667 0.933
C 2.290 -0.719 1.523
Cl 3.614 5.141 7.722
H -1.519 -2.369 -1.067
H -4.193 -4.037 -4.846
C -0.971 -6.698 1.732
H 3.738 8.121 -0.236
C 4.440 7.928 0.570
Cl -4.658 -4.219 -7.150
H -9.506 2.081 0.004
H 5.163 8.867 2.369
Cl 3.738 -6.105 -4.560
H 0.297 0.331 -2.843
N -5.978 -1.565 -1.587
H 3.397 -1.841 0.085

Values from the calculation:
HOMO-LUMO gap = 8.8 eV
spin multiplicity = 1
highest occupied orbital energy = -0.3333 hartree

---

# 3
Molecular formula: C19H38N4O30S6
Method: DFT, wB97M-V/def2-TZVPD

CARTESIAN COORDINATES (ANGSTROEM)
O 29.484 -26.285 35.842
O 29.844 -29.592 17.781
C 24.797 -22.984 30.177
H 29.382 -33.720 31.078
H 39.898 -26.338 28.924
C 23.840 -30.648 31.277
H 30.529 -27.920 18.577
O 20.776 -26.538 24.723
C 19.873 -25.729 22.653
O 34.244 -40.421 23.743
O 36.725 -26.789 28.216
H 36.333 -39.597 26.262
S 33.950 -39.184 24.553
O 23.874 -28.647 32.398
H 32.550 -23.672 35.572
O 32.774 -20.371 29.941
C 32.013 -23.736 36.518
S 31.614 -20.093 29.018
C 28.745 -34.552 30.781
C 32.255 -29.335 17.852
O 38.924 -26.849 27.291
O 36.896 -26.441 25.690
N 23.162 -29.580 32.128
H 25.588 -22.643 29.509
H 32.637 -23.557 37.394
H 30.754 -29.459 19.383
H 30.100 -23.333 37.426
O 26.912 -35.779 31.523
N 23.688 -22.020 30.144
H 32.647 -28.396 17.463
H 24.925 -30.577 31.206
H 23.455 -30.824 30.273
C 29.215 -31.200 25.575
S 37.413 -27.277 26.763
H 35.674 -38.553 27.496
H 23.622 -31.568 31.821
C 37.703 -26.834 29.238
O 31.095 -21.487 28.312
O 23.287 -21.639 31.254
C 20.423 -25.310 24.038
H 27.336 -30.801 24.478
H 32.995 -29.908 18.410
H 31.398 -19.648 25.656
H 18.864 -25.396 22.409
O 29.984 -23.849 35.342
O 37.381 -28.703 26.730
O 32.648 -38.610 24.447
O 20.126 -27.137 22.506
N 28.938 -29.377 26.788
C 38.882 -26.196 28.556
C 30.611 -23.178 36.476
H 20.550 -25.428 21.854
C 35.634 -38.778 26.430
H 30.871 -30.360 26.784
O 29.802 -31.303 15.894
H 32.579 -21.025 26.006
C 27.686 -29.580 26.149
H 34.857 -36.841 25.739
O 31.651 -25.121 36.370
H 26.905 -28.841 26.046
H 29.700 -31.970 24.994
C 27.987 -30.626 25.322
O 20.955 -29.062 24.132
H 37.523 -26.168 30.081
H 30.629 -22.102 36.301
O 35.122 -38.026 24.322
H 21.443 -24.964 23.874
C 30.714 -21.270 26.986
O 22.044 -29.863 32.589
H 29.251 -35.466 30.470
C 35.608 -37.588 25.482
O 30.446 -19.261 29.297
O 31.964 -30.039 16.647
O 18.668 -28.131 24.439
H 25.193 -23.062 31.189
O 32.190 -19.533 27.528
H 30.692 -22.183 26.392
O 28.043 -34.508 32.948
H 38.712 -25.121 28.498
S 30.492 -25.432 35.239
C 31.817 -20.344 26.383
N 27.798 -34.978 31.836
H 29.776 -20.731 27.121
O 30.926 -25.749 33.866
H 29.092 -28.526 27.309
C 29.850 -30.336 26.433
H 37.988 -27.867 29.440
H 28.169 -34.192 29.928
O 30.043 -28.871 15.343
H 36.559 -37.077 25.325
S 20.069 -27.920 24.009
O 34.363 -39.414 26.108
H 24.571 -23.969 29.770
O 23.292 -21.833 28.981
C 30.869 -28.945 18.429
H 19.782 -24.576 24.525
S 30.324 -29.964 16.251

Values from the calculation:
HOMO-LUMO gap = 8.5 eV
spin multiplicity = 1
highest occupied orbital energy = -0.3167 hartree
SMILES string = C[N+](=O)[O-].C[N+](=O)[O-].C[N+](=O)[O-].O=S1(=O)OCCO1.O=S1(=O)OCCO1.O=S1(=O)OCCO1.O=S1(=O)OCCO1.O=S1(=O)OCCO1.O=S1(=O)OCCO1.c1cc[nH]c1